A molecular structure, C28H78AsF6O11 in a non-equilibrium geometry, computed with wB97M-V/def2-TZVPD.

Results
LUMO energy: 2.18 eV
Kohn-Sham gap: 9.61 eV
E_HOMO: -0.2731 Ha
molar mass: 779.83 g mol⁻¹
spin multiplicity: 1
charge: -1

```
124
Properties=species:S:1:pos:R:3:mulliken_charge:R:1
As 0.241 -0.553 0.204 1.90
F 1.256 -1.469 1.396 -0.42
F -0.809 0.027 1.563 -0.46
F -0.687 0.441 -0.949 -0.57
F 1.315 -1.133 -1.084 -0.40
F -0.886 -1.944 -0.071 -0.63
F 1.384 0.854 0.432 -0.32
C 4.259 -0.089 1.973 -0.03
C 4.632 1.391 2.197 -0.48
O 5.770 1.813 1.423 -0.62
H 4.023 -0.223 0.918 -0.07
H 3.409 -0.437 2.561 -0.33
H 5.057 -0.771 2.268 0.46
H 4.955 1.559 3.224 0.54
H 3.757 2.040 2.174 0.18
H 6.297 2.476 1.876 0.29
C -0.635 3.906 -0.073 -0.86
C 0.848 4.023 -0.353 1.16
O 1.438 5.346 -0.252 -0.69
H -0.916 4.157 0.950 0.31
H -0.890 2.865 -0.276 -0.06
H -1.257 4.551 -0.693 0.39
H 1.011 3.653 -1.365 -0.37
H 1.454 3.366 0.271 -0.24
H 2.387 5.222 -0.329 0.34
C 0.973 -1.208 -4.680 -0.65
C 0.892 0.054 -5.567 0.15
O 0.815 -0.414 -6.910 -0.56
H 1.742 -1.902 -5.020 0.40
H 0.063 -1.805 -4.737 0.07
H 1.153 -0.961 -3.633 0.07
H 1.816 0.628 -5.483 0.56
H 0.041 0.705 -5.367 -0.40
H 1.397 0.113 -7.463 0.33
C -5.290 -1.825 1.658 -1.38
C -4.081 -1.667 0.824 0.39
O -3.066 -2.512 1.356 -0.60
H -5.559 -2.872 1.795 0.35
H -6.199 -1.323 1.327 0.37
H -5.086 -1.347 2.617 0.13
H -3.658 -0.667 0.737 0.13
H -4.360 -2.042 -0.160 0.23
H -2.323 -2.370 0.765 0.41
C 3.709 2.118 -2.751 -1.05
C 4.291 1.543 -1.457 0.55
O 5.521 2.261 -1.120 -0.69
H 4.366 1.931 -3.601 0.45
H 3.483 3.184 -2.709 0.31
H 2.791 1.608 -3.045 0.07
H 4.493 0.483 -1.614 0.16
H 3.568 1.559 -0.642 -0.35
H 5.686 2.123 -0.184 0.57
C 1.054 -4.293 -2.666 -0.74
C 2.301 -4.178 -1.772 1.07
C 3.340 -5.295 -1.945 -1.66
O 2.950 -2.994 -2.065 -0.56
H 1.370 -4.696 -3.628 0.35
H 0.603 -3.306 -2.769 -0.10
H 0.298 -5.022 -2.376 0.39
H 2.099 -4.147 -0.701 -0.17
H 4.251 -5.255 -1.348 0.38
H 3.634 -5.425 -2.987 0.39
H 2.799 -6.211 -1.710 0.39
H 2.292 -2.318 -1.885 0.34
C -2.705 -1.272 -4.976 -1.11
C -3.184 -1.702 -3.580 1.11
C -3.782 -0.541 -2.833 -1.13
O -4.172 -2.663 -3.735 -0.63
H -2.316 -2.137 -5.513 0.48
H -1.902 -0.536 -4.933 -0.17
H -3.500 -0.843 -5.586 0.43
H -2.380 -2.132 -2.984 -0.07
H -3.012 0.138 -2.468 -0.05
H -4.455 -0.802 -2.017 0.32
H -4.390 0.048 -3.519 0.43
H -3.801 -3.375 -4.261 0.38
C -0.026 -2.634 4.416 -0.40
C 1.214 -3.460 4.151 0.29
C 1.008 -4.560 3.146 -1.30
O 2.173 -2.535 3.729 -0.58
H -0.857 -3.306 4.633 0.50
H -0.266 -1.885 3.662 -0.32
H 0.223 -2.082 5.322 0.18
H 1.605 -3.854 5.089 0.34
H 1.958 -5.067 2.976 0.38
H 0.722 -4.227 2.149 0.12
H 0.247 -5.241 3.528 0.41
H 1.988 -2.221 2.841 0.34
C -0.348 3.428 -3.832 -0.84
C -1.690 3.046 -4.340 0.99
C -2.776 2.937 -3.251 -1.06
O -2.151 4.015 -5.257 -0.57
H -0.313 4.313 -3.198 0.41
H 0.345 3.496 -4.671 0.38
H 0.044 2.620 -3.213 -0.06
H -1.633 2.050 -4.780 -0.37
H -2.966 3.925 -2.833 0.53
H -2.482 2.245 -2.462 -0.14
H -3.715 2.577 -3.671 0.37
H -2.514 4.720 -4.717 0.38
C 0.964 0.867 5.104 -0.70
C 0.699 2.373 4.803 0.20
C 0.643 2.867 3.359 -1.21
O -0.474 2.839 5.481 -0.66
H 0.978 0.503 6.131 0.43
H 1.909 0.495 4.708 0.25
H 0.183 0.283 4.618 -0.26
H 1.474 2.948 5.312 0.45
H 0.349 2.110 2.633 0.09
H 1.569 3.356 3.058 0.54
H -0.053 3.700 3.261 0.47
H -1.097 2.480 4.845 0.42
C -2.856 -0.377 4.678 -1.46
C -3.389 0.977 4.253 1.04
C -3.910 1.742 5.463 -1.74
O -2.231 1.560 3.699 -0.43
H -3.626 -0.879 5.265 0.53
H -2.000 -0.292 5.348 0.31
H -2.607 -0.959 3.791 0.28
H -4.195 0.882 3.527 0.15
H -3.226 2.084 6.240 0.36
H -4.594 1.102 6.019 0.40
H -4.426 2.659 5.178 0.43
H -1.850 0.873 3.147 0.06
```

---

9 unconnected molecules or ions with the total composition C28H79N5O9 in a non-equilibrium geometry, computed with wB97M-V/def2-TZVPD.

Results
SMILES: COC[C@H](C)N.COC[C@H](C)N.COC[C@H](C)N.COC[C@H](C)N.COC[C@H](C)N.CCO.CCO.CCO.CCO
LUMO energy: 0.42 eV
Kohn-Sham gap: 9.70 eV
E_HOMO: -0.3409 Ha
molar mass: 629.97 g mol⁻¹
spin multiplicity: 1
charge: 0

```
121
Properties=species:S:1:pos:R:3:mulliken_charge:R:1
C 3.807 -6.422 1.144 -1.28
C 3.859 -7.819 0.384 0.39
C 2.787 -8.821 1.004 -0.76
O 3.225 -9.439 2.248 -0.33
C 2.099 -9.782 3.109 -0.77
N 3.641 -7.772 -1.065 -0.72
H 4.006 -6.642 2.193 0.32
H 2.797 -6.012 1.108 0.32
H 4.638 -5.805 0.805 0.37
H 4.859 -8.201 0.593 0.29
H 2.681 -9.660 0.318 0.37
H 1.790 -8.381 1.034 0.35
H 1.509 -10.601 2.698 0.31
H 1.388 -9.019 3.426 0.32
H 2.476 -10.142 4.066 0.28
H 4.381 -7.205 -1.454 0.28
H 2.932 -7.120 -1.370 0.24
C 5.728 9.950 3.586 -1.25
C 5.200 9.021 4.769 0.48
C 5.646 7.531 4.651 -0.82
O 4.835 6.728 3.788 -0.36
C 3.417 6.952 4.152 -0.79
N 5.709 9.740 5.956 -0.78
H 6.800 10.123 3.490 0.31
H 5.331 10.941 3.807 0.39
H 5.175 9.767 2.665 0.33
H 4.173 9.114 5.123 0.36
H 5.584 7.009 5.605 0.41
H 6.707 7.368 4.463 0.37
H 3.055 7.979 4.100 0.26
H 3.372 6.791 5.229 0.36
H 2.739 6.239 3.685 0.27
H 5.257 9.539 6.837 0.25
H 6.641 9.373 6.084 0.22
C -9.984 1.382 -0.495 -1.35
C -9.124 1.906 -1.635 0.52
C -7.806 2.729 -1.158 -0.77
O -7.018 3.152 -2.286 -0.33
C -6.604 4.570 -2.321 -0.76
N -8.686 0.699 -2.366 -0.71
H -9.304 0.736 0.060 0.36
H -10.885 0.876 -0.841 0.37
H -10.386 2.111 0.209 0.35
H -9.639 2.581 -2.319 0.24
H -7.191 2.034 -0.588 0.31
H -8.015 3.552 -0.474 0.42
H -5.851 4.774 -1.560 0.31
H -7.440 5.239 -2.526 0.32
H -6.055 4.684 -3.256 0.26
H -9.530 0.217 -2.641 0.23
H -8.174 0.963 -3.197 0.25
C -5.419 -6.774 2.813 -1.32
C -6.384 -5.567 3.021 0.55
C -7.913 -6.026 2.999 -0.73
O -8.268 -6.694 1.790 -0.32
C -8.483 -6.010 0.532 -0.73
N -6.195 -4.887 4.331 -0.68
H -4.401 -6.470 2.568 0.37
H -5.642 -7.278 1.873 0.31
H -5.452 -7.546 3.583 0.33
H -6.099 -4.914 2.196 0.18
H -8.632 -5.221 3.152 0.41
H -8.053 -6.769 3.784 0.31
H -8.515 -6.712 -0.301 0.28
H -7.547 -5.512 0.280 0.27
H -9.247 -5.233 0.564 0.30
H -5.371 -4.304 4.321 0.25
H -7.056 -4.387 4.499 0.22
C 4.843 9.084 -6.005 -1.51
C 3.461 8.563 -5.619 0.80
C 2.776 9.365 -4.473 -0.85
O 1.595 8.651 -3.899 -0.37
C 1.956 7.445 -3.171 -0.79
N 2.608 8.673 -6.796 -0.73
H 5.275 8.610 -6.887 0.34
H 5.645 9.121 -5.268 0.38
H 4.796 10.129 -6.309 0.33
H 3.660 7.549 -5.272 0.18
H 2.604 10.435 -4.590 0.40
H 3.463 9.452 -3.631 0.40
H 1.933 6.658 -3.924 0.28
H 1.393 7.102 -2.302 0.29
H 2.930 7.427 -2.682 0.31
H 1.637 8.567 -6.539 0.29
H 2.743 7.808 -7.299 0.25
C 6.656 -0.430 -6.060 -0.94
C 5.678 -1.618 -6.409 -0.20
O 4.821 -2.016 -5.257 -0.52
H 6.195 0.331 -5.430 0.30
H 7.181 -0.076 -6.947 0.30
H 7.333 -0.759 -5.271 0.27
H 6.410 -2.380 -6.675 0.21
H 5.054 -1.434 -7.284 0.29
H 3.919 -1.693 -5.309 0.29
C 3.563 -0.343 7.694 -1.05
C 4.752 -1.317 7.911 -0.17
O 5.003 -1.674 9.200 -0.52
H 3.634 0.660 8.115 0.31
H 2.624 -0.773 8.042 0.28
H 3.563 -0.060 6.642 0.33
H 5.589 -0.659 7.675 0.23
H 4.685 -2.176 7.244 0.26
H 5.927 -1.936 9.226 0.33
C -1.880 -7.275 -4.469 -0.94
C -1.424 -8.781 -4.661 -0.24
O -2.300 -9.506 -5.507 -0.52
H -2.752 -7.036 -3.860 0.29
H -2.007 -6.822 -5.452 0.27
H -1.055 -6.768 -3.969 0.29
H -1.380 -9.364 -3.741 0.27
H -0.415 -8.848 -5.068 0.28
H -1.764 -10.190 -5.914 0.30
C -0.038 -0.163 -0.185 -1.11
C -1.538 0.103 -0.058 -0.12
O -1.994 0.204 -1.342 -0.50
H 0.293 -0.749 -1.042 0.32
H 0.475 -0.297 0.767 0.33
H 0.374 0.797 -0.497 0.29
H -1.642 1.072 0.430 0.25
H -2.003 -0.694 0.521 0.23
H -2.734 0.806 -1.237 0.31
```

---

Question: Look up the molar mass of the first one.
Answer: 779.83 g mol⁻¹

---

Question: The lowest E_HOMO belongs to which entry?
Answer: C28H79N5O9